No. 1
{
  "formula": "C25H37Br4N3O6S3SiY",
  "method": "the ωB97M-V functional and the def2-TZVPD basis",
  "elements": ["Y", "C", "C", "C", "C", "O", "Si", "S", "O", "C", "C", "C", "C", "O", "C", "C", "C", "C", "H", "H", "H", "H", "H", "H", "H", "H", "H", "H", "H", "H", "H", "H", "H", "H", "H", "H", "H", "H", "H", "H", "H", "H", "H", "H", "H", "Br", "C", "C", "Br", "C", "Br", "C", "O", "C", "O", "C", "Br", "N", "C", "S", "C", "N", "C", "C", "C", "N", "H", "H", "H", "H", "C", "S", "C", "O", "H", "H", "H", "H", "H", "H"],
  "coordinates": [[-1.485993, -0.431421, -0.570089], [2.337971, -1.645390, -1.731251], [2.382147, -0.871393, -0.421497], [3.702805, -0.115419, -0.302528], [2.233361, -1.792622, 0.781789], [1.242043, 0.041876, -0.393615], [1.248151, 1.620088, -0.956769], [-0.709778, 2.228457, -0.814070], [1.878006, 1.490464, -2.461314], [1.831755, 2.371134, -3.588525], [0.562191, 2.066790, -4.374509], [1.860338, 3.829824, -3.141666], [3.071504, 2.048952, -4.412497], [2.330807, 2.560700, -0.148896], [2.266010, 3.258031, 1.094733], [1.581510, 4.602587, 0.869236], [3.713159, 3.470117, 1.525154], [1.516332, 2.440780, 2.139429], [3.141587, -2.385998, -1.751036], [2.464411, -0.961217, -2.570381], [1.387545, -2.166264, -1.828697], [4.515901, -0.843715, -0.331198], [3.760193, 0.431034, 0.638968], [3.841063, 0.587957, -1.122944], [3.119104, -2.425247, 0.873430], [1.367442, -2.435929, 0.648337], [2.121379, -1.202565, 1.693759], [-0.316946, 2.256998, -3.758738], [0.538402, 1.016133, -4.665328], [0.508147, 2.685332, -5.273832], [0.980039, 4.062749, -2.539612], [1.863425, 4.484952, -4.015525], [2.753043, 4.028900, -2.546050], [3.065938, 0.994904, -4.693504], [3.972925, 2.249323, -3.829957], [3.097612, 2.653261, -5.321646], [2.126012, 5.175493, 0.116046], [1.556202, 5.178947, 1.797363], [0.561644, 4.446915, 0.517532], [4.256995, 4.007025, 0.746395], [4.204841, 2.509886, 1.688241], [3.758941, 4.047894, 2.450655], [0.472128, 2.322897, 1.849011], [1.553867, 2.937907, 3.111276], [1.957126, 1.446955, 2.239593], [-1.347690, -7.683745, -0.562650], [-1.908111, -5.893161, -0.327533], [-3.206974, -5.600818, 0.055497], [-4.448405, -6.988774, 0.389743], [-3.605031, -4.263753, 0.205741], [-5.319703, -3.787220, 0.844028], [-2.727970, -3.208841, -0.036028], [-3.014298, -1.956268, 0.141146], [-1.375921, -3.515892, -0.399513], [-0.553774, -2.490792, -0.456451], [-0.996574, -4.842619, -0.540357], [0.822257, -5.165067, -0.944734], [-2.128887, -0.805918, -4.106008], [-1.924641, -0.691543, -2.971218], [-1.014048, -0.076619, 2.435449], [-1.655880, -1.541303, 2.973698], [-1.175670, -2.702015, 2.433048], [-1.680713, -3.914070, 2.707932], [-2.683853, -4.016367, 3.627445], [-3.119527, -2.813491, 4.192874], [-2.636321, -1.624856, 3.898703], [-0.511276, -2.593072, 1.661237], [-1.258665, -4.749136, 2.164399], [-3.135948, -4.965512, 3.866037], [-3.921620, -2.825686, 4.924892], [-3.309560, 2.842584, 1.506090], [-4.326814, 1.603941, 0.713113], [-4.753876, 0.657411, 2.170803], [-3.403781, 0.696213, -0.037803], [-3.961240, 3.459315, 2.126479], [-2.849976, 3.436672, 0.718515], [-2.540501, 2.347410, 2.097852], [-5.437457, 1.240927, 2.788005], [-3.841098, 0.404305, 2.711567], [-5.237763, -0.250358, 1.812759]],
  "forces_ev_per_angstrom": [[0.22, -0.14, 0.17], [0.01, -0.01, 0.00], [-0.01, -0.01, -0.01], [0.00, 0.00, 0.00], [0.01, -0.01, 0.00], [-0.04, 0.03, -0.04], [-0.11, 0.03, -0.05], [-0.06, 0.04, 0.04], [0.12, 0.01, 0.01], [-0.07, -0.01, -0.02], [0.01, 0.00, 0.01], [0.01, -0.01, 0.01], [0.00, -0.01, -0.01], [0.03, -0.01, -0.02], [-0.01, -0.01, 0.01], [0.01, 0.00, 0.00], [0.00, 0.00, 0.00], [0.00, 0.00, 0.02], [0.00, 0.00, 0.00], [0.00, -0.01, 0.01], [-0.01, -0.01, 0.00], [0.00, 0.00, 0.00], [0.00, 0.00, 0.00], [0.00, 0.00, 0.00], [0.00, 0.00, 0.01], [0.01, 0.00, 0.00], [0.00, 0.01, 0.01], [0.00, 0.00, -0.01], [-0.01, 0.00, 0.00], [0.01, 0.00, 0.00], [-0.01, 0.00, 0.00], [0.00, 0.00, 0.00], [0.00, 0.00, 0.00], [0.00, 0.00, 0.00], [0.00, 0.00, 0.00], [0.00, 0.00, 0.00], [0.00, 0.00, 0.00], [0.00, 0.00, 0.00], [-0.01, 0.00, 0.00], [0.00, 0.00, 0.00], [0.00, 0.00, 0.00], [0.00, 0.00, 0.00], [0.00, 0.00, 0.00], [0.00, 0.00, 0.00], [0.00, 0.00, 0.00], [0.00, 0.00, 0.00], [-0.01, 0.00, 0.01], [0.01, -0.01, 0.00], [-0.01, 0.00, 0.00], [0.01, 0.01, 0.03], [0.00, 0.00, 0.00], [-0.04, 0.00, -0.02], [0.01, 0.02, -0.01], [-0.01, 0.01, 0.03], [-0.07, -0.03, -0.01], [0.00, 0.01, 0.02], [0.00, 0.00, 0.00], [0.01, 0.01, 0.00], [0.05, 0.01, 0.06], [0.03, 0.02, -0.03], [-0.10, 0.01, -0.09], [0.07, 0.01, -0.05], [-0.02, -0.01, -0.01], [0.02, -0.01, -0.02], [-0.01, 0.00, 0.01], [0.04, 0.00, 0.04], [-0.05, -0.01, 0.03], [-0.01, 0.00, -0.01], [0.00, 0.00, 0.00], [0.00, 0.00, 0.00], [0.01, 0.00, -0.01], [-0.04, -0.15, 0.13], [-0.02, 0.02, 0.02], [0.05, 0.17, -0.25], [0.00, 0.00, 0.00], [0.00, 0.00, 0.01], [0.00, 0.00, 0.00], [0.00, 0.00, 0.00], [-0.02, 0.00, -0.01], [0.00, 0.00, -0.01]],
  "homo_lumo_gap_ha": 0.2505,
  "charge": -1,
  "de_lowest_kj_mol": 0.6,
  "homo_ev": -5.05,
  "lumo_energy_ev": 1.8
}

=====

No. 2
{
  "formula": "C25H37BrO2V",
  "method": "the ωB97M-V functional and the def2-TZVPD basis",
  "elements": ["V", "C", "C", "C", "C", "C", "C", "C", "H", "H", "H", "H", "H", "H", "H", "H", "C", "C", "C", "C", "C", "C", "C", "Br", "C", "O", "C", "C", "C", "C", "C", "C", "H", "H", "H", "H", "H", "H", "H", "H", "H", "H", "H", "H", "H", "H", "H", "H", "H", "H", "H", "H", "C", "C", "C", "C", "O", "H", "H", "H", "H", "H", "H", "H", "H", "H"],
  "coordinates": [[-0.532506, 0.848295, -2.250876], [-2.889209, 3.401611, -1.697927], [-1.896912, 2.835715, -2.665673], [-2.288355, 1.876194, -3.626870], [-1.378530, 1.357294, -4.549420], [-0.031493, 1.730255, -4.488753], [0.377191, 2.689420, -3.546317], [-0.548206, 3.245760, -2.661651], [-3.625811, 2.655832, -1.401490], [-3.429524, 4.217627, -2.184784], [-2.403746, 3.805129, -0.811602], [-3.310152, 1.516058, -3.625642], [-1.699156, 0.599773, -5.252091], [0.694626, 1.274646, -5.149272], [1.422898, 2.960616, -3.472186], [-0.208744, 3.940830, -1.903247], [2.545158, -1.464045, 4.715683], [3.076080, -1.670446, 3.297211], [3.053259, -3.176153, 2.982364], [4.520524, -1.149038, 3.229462], [2.243439, -0.934245, 2.257335], [2.582125, -1.050648, 0.906358], [1.829372, -0.393660, -0.030210], [2.258265, -0.494013, -1.877546], [0.741603, 0.408247, 0.325833], [0.092525, 1.041275, -0.675936], [0.384628, 0.564889, 1.669931], [1.152059, -0.129860, 2.595091], [-0.799435, 1.447023, 2.080619], [-0.532478, 2.900836, 1.654609], [-2.102827, 0.926306, 1.448340], [-1.002053, 1.438967, 3.599279], [3.172384, -2.017418, 5.413656], [1.523894, -1.833869, 4.825303], [2.579305, -0.414308, 5.013748], [3.644929, -3.708056, 3.727084], [3.478188, -3.400786, 2.003396], [2.033642, -3.564140, 3.015133], [5.134637, -1.688519, 3.950540], [4.560658, -0.086170, 3.473690], [4.963923, -1.289449, 2.242672], [3.431016, -1.643582, 0.595187], [0.892261, -0.041662, 3.637156], [-0.404726, 2.998864, 0.575082], [0.370990, 3.277531, 2.135481], [-1.365196, 3.534510, 1.963482], [-2.104692, 0.993602, 0.357604], [-2.944010, 1.514615, 1.816650], [-2.274767, -0.114671, 1.727857], [-0.133474, 1.834582, 4.126654], [-1.218522, 0.438223, 3.975389], [-1.851590, 2.075814, 3.844990], [-2.961459, -2.118197, -2.911761], [-1.469679, -2.125239, -2.637229], [-0.661061, -2.675909, -3.796190], [-1.115252, -2.766143, -1.309950], [-1.077362, -0.702264, -2.508706], [-3.311023, -3.146646, -2.997177], [-3.183376, -1.612082, -3.852165], [-3.506032, -1.643543, -2.095165], [-0.891584, -3.734186, -3.913333], [0.407759, -2.583063, -3.603402], [-0.919454, -2.168388, -4.726060], [-1.369639, -3.824990, -1.348125], [-1.679110, -2.303603, -0.499454], [-0.046189, -2.681377, -1.112645]],
  "forces_ev_per_angstrom": [[0.21, -0.76, -0.44], [-0.02, 0.02, -0.01], [0.01, 0.01, 0.06], [0.00, -0.02, 0.11], [0.09, -0.02, 0.01], [-0.01, -0.02, 0.06], [0.11, -0.02, 0.03], [-0.02, 0.00, 0.13], [0.00, 0.01, 0.01], [0.02, 0.00, -0.02], [0.01, -0.02, 0.00], [-0.01, 0.04, -0.02], [0.00, 0.02, -0.03], [-0.01, 0.02, -0.02], [-0.01, 0.04, -0.04], [-0.02, 0.05, -0.04], [0.03, 0.03, -0.03], [0.04, -0.07, 0.01], [-0.02, 0.07, 0.00], [-0.04, 0.02, 0.00], [-0.12, 0.09, 0.01], [0.10, -0.06, -0.05], [-0.16, 0.07, -0.15], [-0.05, 0.03, -0.15], [0.41, -0.24, 0.47], [-0.46, 0.48, -0.02], [-0.23, 0.21, -0.14], [0.13, -0.14, 0.06], [-0.04, 0.02, 0.04], [0.04, -0.06, 0.02], [0.07, -0.03, 0.03], [0.02, 0.02, -0.04], [-0.01, -0.01, 0.00], [0.00, 0.00, 0.02], [-0.02, 0.00, 0.01], [-0.01, -0.02, 0.00], [0.00, 0.00, -0.01], [0.01, -0.02, 0.00], [0.01, 0.01, 0.00], [0.02, 0.00, 0.00], [0.00, -0.02, 0.01], [-0.01, -0.01, 0.01], [0.00, 0.01, -0.01], [-0.01, 0.02, 0.01], [-0.01, 0.03, -0.01], [-0.01, 0.00, 0.00], [0.01, 0.00, 0.00], [-0.01, 0.00, -0.01], [-0.03, 0.01, -0.01], [0.00, -0.01, 0.01], [-0.01, 0.01, 0.01], [0.00, 0.00, 0.01], [0.04, 0.01, 0.01], [-0.12, -0.28, -0.08], [0.01, 0.05, 0.04], [0.02, 0.05, -0.01], [0.07, 0.44, 0.15], [0.01, -0.01, 0.00], [-0.03, 0.00, 0.01], [-0.01, 0.00, -0.01], [-0.02, -0.01, -0.01], [-0.01, 0.00, -0.03], [0.04, -0.02, -0.02], [-0.03, 0.00, 0.00], [0.03, -0.02, 0.03], [-0.01, 0.01, 0.02]],
  "homo_lumo_gap_ha": [0.2054, 0.2297],
  "charge": 2,
  "de_lowest_kj_mol": 0.0,
  "spin_multiplicity": 2,
  "s_squared": 0.823,
  "homo_ev": [-14.34, -14.45],
  "lumo_energy_ev": [-8.8, -8.2]
}

=====

No. 3
{
  "formula": "C25H37Cl2N2O7P2S",
  "method": "the ωB97M-V functional and the def2-TZVPD basis",
  "elements": ["C", "C", "C", "P", "S", "C", "C", "C", "P", "O", "O", "C", "C", "O", "C", "C", "C", "Cl", "C", "C", "Cl", "H", "H", "H", "H", "H", "H", "H", "H", "H", "H", "H", "H", "H", "H", "H", "H", "H", "H", "H", "H", "H", "H", "H", "H", "H", "H", "H", "C", "C", "C", "C", "C", "C", "N", "O", "O", "H", "H", "H", "H", "H", "C", "C", "C", "C", "C", "C", "N", "O", "O", "H", "H", "H", "H", "H"],
  "coordinates": [[4.301413, -4.281318, 2.506134], [4.695715, -4.058947, 1.265545], [5.812296, -3.105116, 0.911733], [5.196394, -1.929809, -0.317900], [4.809939, -2.928492, -2.089148], [3.623110, -1.321074, 0.302707], [3.104061, -0.007519, -0.302913], [1.647574, 0.263990, 0.105705], [0.519159, -1.085506, -0.239045], [0.603421, -2.160527, 0.773852], [0.927220, -1.546616, -1.704604], [0.351820, -2.765755, -2.222669], [1.117428, -4.015189, -1.808562], [-0.897005, -0.389936, -0.293014], [-2.061623, -1.119283, 0.170628], [-2.350988, -0.888779, 1.637275], [6.422656, -0.603622, -0.671734], [6.268287, 0.684179, 0.527694], [7.914253, -1.023919, -0.736716], [8.588171, -1.310937, 0.610116], [8.137546, -2.366342, -1.883177], [3.320385, -4.686144, 2.713291], [4.935511, -4.069818, 3.358965], [4.205167, -4.613304, 0.472885], [6.689868, -3.618401, 0.512181], [6.070399, -2.552477, 1.816279], [4.363716, -4.057474, -1.525962], [2.918343, -2.133699, 0.108022], [3.693227, -1.242856, 1.390997], [3.237648, 0.038464, -1.384892], [3.691391, 0.804980, 0.117202], [1.617866, 0.395105, 1.188982], [1.317476, 1.199490, -0.345392], [0.401586, -2.668533, -3.305553], [-0.705836, -2.848677, -1.971730], [1.951868, -4.165339, -2.495497], [1.529140, -3.907682, -0.806148], [0.468548, -4.887022, -1.848855], [-1.986496, -2.188144, -0.027415], [-2.892849, -0.751108, -0.429656], [-3.408082, -1.091116, 1.805066], [-2.175502, 0.144176, 1.932962], [-1.778990, -1.578386, 2.255126], [6.173562, -0.213407, -1.660762], [8.403876, -0.167586, -1.195746], [9.389996, -0.603196, 0.800517], [7.894847, -1.305613, 1.446494], [9.046874, -2.298143, 0.588511], [-7.551581, 1.951570, -2.128808], [-6.483905, 1.082479, -1.944241], [-6.084965, 0.733622, -0.664719], [-6.771144, 1.263345, 0.412869], [-7.834557, 2.132804, 0.250738], [-8.222832, 2.477076, -1.033492], [-6.355361, 0.895467, 1.775792], [-5.388678, 0.160886, 1.893846], [-6.985575, 1.351236, 2.702825], [-7.860702, 2.221041, -3.129489], [-5.960948, 0.675708, -2.798699], [-5.255048, 0.061955, -0.506988], [-8.346930, 2.536880, 1.110942], [-9.049411, 3.157940, -1.178246], [-2.289473, 4.065784, 1.584401], [-3.497007, 3.446302, 1.289607], [-4.382206, 4.043412, 0.406091], [-4.037019, 5.249676, -0.169963], [-2.843547, 5.886245, 0.112003], [-1.965902, 5.283872, 0.999754], [-4.972713, 5.870345, -1.126896], [-6.020417, 5.293706, -1.339890], [-4.635919, 6.913361, -1.645228], [-1.598839, 3.598553, 2.274341], [-3.750827, 2.498751, 1.747654], [-5.326696, 3.575492, 0.170904], [-2.604661, 6.831672, -0.351167], [-1.027523, 5.767245, 1.234278]],
  "forces_ev_per_angstrom": [[-0.13, 0.01, 0.36], [0.12, -0.07, -0.16], [0.09, -0.72, 0.12], [-0.31, -0.52, 0.37], [0.25, 0.33, -0.52], [-0.03, 0.43, -0.01], [0.08, 0.16, 0.31], [0.37, 0.08, -0.38], [-0.14, -0.10, 0.94], [0.11, -0.08, -0.32], [-0.01, 0.03, -0.03], [-0.04, -0.37, -0.47], [0.36, 0.32, -0.10], [0.12, -0.24, -0.23], [-0.77, 0.17, 0.14], [-0.11, -0.32, -0.02], [0.39, -0.46, -0.47], [-0.08, 0.12, 0.11], [0.04, 0.43, 0.35], [0.10, -0.52, -0.07], [-0.02, -0.05, -0.11], [0.24, -0.71, -0.02], [-0.24, 0.68, 0.07], [-0.36, 0.45, -0.18], [0.09, 0.18, -0.09], [0.17, 0.11, -0.09], [-0.10, 0.06, 0.27], [0.09, -0.13, 0.05], [0.05, 0.01, 0.01], [-0.18, -0.22, -0.05], [0.06, 0.06, -0.13], [-0.19, -0.02, 0.03], [-0.12, -0.06, -0.06], [-0.07, 0.15, 0.00], [0.02, 0.19, 0.26], [-0.02, -0.12, -0.02], [-0.27, -0.08, 0.14], [0.02, -0.05, 0.03], [0.31, 0.01, -0.07], [0.15, 0.17, -0.11], [0.02, -0.02, 0.06], [0.09, 0.02, -0.05], [0.18, 0.20, 0.08], [-0.20, 0.13, 0.09], [0.01, -0.03, -0.07], [-0.11, 0.13, 0.06], [0.00, 0.20, 0.02], [0.01, 0.00, -0.03], [0.01, -0.01, 0.02], [-0.05, 0.06, 0.01], [0.10, -0.07, -0.08], [-0.06, -0.01, -0.10], [-0.12, 0.09, 0.06], [0.05, -0.03, -0.05], [0.02, 0.03, 0.02], [-0.02, 0.04, -0.03], [-0.01, 0.00, 0.02], [0.01, 0.02, -0.01], [0.01, 0.00, 0.00], [-0.02, -0.02, 0.08], [0.04, -0.05, 0.05], [0.00, 0.02, 0.01], [-0.01, 0.01, -0.03], [0.07, 0.04, 0.00], [-0.09, -0.21, 0.07], [0.04, -0.03, 0.02], [0.13, 0.09, 0.01], [-0.03, -0.08, 0.02], [-0.01, 0.00, 0.01], [-0.02, -0.01, -0.01], [0.00, 0.02, -0.01], [0.00, 0.01, 0.02], [-0.01, 0.00, 0.01], [-0.02, 0.08, -0.09], [-0.07, 0.00, -0.05], [0.00, 0.02, 0.00]],
  "homo_lumo_gap_ha": 0.3245,
  "charge": 1,
  "homo_ev": -11.51,
  "lumo_energy_ev": -2.7
}

=====

In Eh, the electronic energy values for the records above are, in order, -13409.47450, -4642.78103, -3611.96040.